Version P
Below is an isolated molecule of C5H6OS2, with properties calculated with the ωB97M-V functional and the def2-TZVPD basis.

Lowest unoccupied orbital energy (spin up / spin down), Eh: -0.01951 / -0.01279
Charge: 0
Gap between HOMO and LUMO (spin up / spin down), Eh: 0.27817 / 0.29153

Atoms and positions in Å:
C (1.134, 1.292, -0.374)
C (1.567, 0.905, 0.989)
C (-0.072, 0.550, -0.777)
C (-0.495, -0.403, 0.278)
C (-0.768, -1.844, 0.226)
O (-2.810, 0.749, -0.377)
S (2.657, 0.271, -0.160)
S (-1.550, 1.030, 0.321)
H (1.327, 2.273, -0.804)
H (1.783, 1.446, 1.883)
H (-0.291, 0.394, -1.831)
H (0.128, -2.398, 0.513)
H (-1.031, -2.157, -0.790)
H (-1.579, -2.107, 0.903)

=====

Version Q
Below is an isolated molecule of C5H6OS2, with properties calculated with the ωB97M-V functional and the def2-TZVPD basis.

Lowest unoccupied orbital energy (spin up / spin down), Eh: -0.04501 / -0.04502
Charge: 0
Gap between HOMO and LUMO (spin up / spin down), Eh: 0.28305 / 0.28303

Atoms and positions in Å:
C (-1.078, -1.140, -0.459)
C (0.258, -1.399, -0.631)
C (-1.627, 0.117, 0.049)
C (1.354, -0.532, -0.205)
C (-0.472, 1.280, 0.543)
O (1.995, 2.024, 0.392)
S (-3.173, 0.526, 0.160)
S (1.019, 1.339, -0.495)
H (-1.933, -1.718, -0.660)
H (0.672, -2.386, -1.169)
H (1.763, -0.572, 0.892)
H (2.323, -0.867, -0.680)
H (-0.888, 2.195, 0.672)
H (-0.210, 1.135, 1.590)

=====

Stability check: which of them is most stable? version Q.

=====

Version P
Below is an isolated molecule of C3H2N2O2, with properties calculated with the ωB97M-V functional and the def2-TZVPD basis.

Lowest unoccupied orbital energy, Eh: -0.00480
Charge: 0
Gap between HOMO and LUMO, Eh: 0.40216
SMILES: O=Cc1ncno1

Atoms and positions in Å:
O (-2.157, -0.089, -1.184)
C (-1.785, 0.323, -0.115)
C (-0.306, 0.105, 0.183)
N (0.699, 0.921, 0.133)
C (1.760, 0.040, 0.089)
N (1.429, -1.215, 0.142)
O (0.050, -1.184, 0.198)
H (-2.496, 0.801, 0.597)
H (2.807, 0.299, -0.044)

=====

Version Q
Below is an isolated molecule of C3H2N2O2, with properties calculated with the ωB97M-V functional and the def2-TZVPD basis.

Lowest unoccupied orbital energy, Eh: -0.05140
Charge: 0
Gap between HOMO and LUMO, Eh: 0.32788
SMILES: O=c1nncco1

Atoms and positions in Å:
C (0.070, 1.018, 1.054)
C (-0.103, -0.557, -1.140)
C (0.088, -1.062, 0.092)
H (-0.366, -1.100, -2.018)
H (0.156, -2.050, 0.358)
N (0.089, 1.568, -0.226)
N (-0.105, 0.853, -1.339)
O (-0.078, 1.643, 2.066)
O (0.248, -0.313, 1.153)

=====

Stability check: which of them is most stable? version P.

=====

Version P
Below is a cluster of 2 separate species, C3H2N2O2 in total, with properties calculated with the ωB97M-V functional and the def2-TZVPD basis.

Lowest unoccupied orbital energy, Eh: -0.04224
Charge: 0
Gap between HOMO and LUMO, Eh: 0.26744
SMILES: N=C=C=O.N=C=O

Atoms and positions in Å:
C (0.176, 0.656, -1.068)
C (-0.734, 1.554, -1.123)
C (-0.571, -0.849, 1.151)
N (0.846, -0.227, -1.618)
N (0.439, -0.691, 1.743)
O (-1.395, 2.403, -0.616)
O (-1.509, -1.115, 0.548)
H (1.527, -0.795, -1.240)
H (1.221, -0.936, 2.223)

=====

Version Q
Below is an isolated molecule of C3H2N2O2, with properties calculated with the ωB97M-V functional and the def2-TZVPD basis.

Lowest unoccupied orbital energy, Eh: 0.01720
Charge: 0
Gap between HOMO and LUMO, Eh: 0.38949
SMILES: O=C1NC12NC2=O

Atoms and positions in Å:
C (1.425, 0.485, -0.062)
C (-1.453, 0.346, -0.055)
C (-0.053, 0.295, -0.213)
N (0.966, -0.443, 0.765)
N (-0.884, -0.371, -1.101)
O (2.457, 1.051, -0.442)
O (-2.393, 0.685, 0.530)
H (0.875, -0.670, 1.700)
H (-0.941, -1.379, -1.123)

=====

Stability check: which of them is most stable? version P.